1.
ORCA calculation (ωB97M-V/def2-TZVPD) on a molecular structure, C16H13AsCoN3O7S.

Its expectation value of S² is 0.7913. The HOMO-LUMO gap (spin up / spin down) is 7.96 / 7.95 eV. The LUMO energy (spin up / spin down) comes out at -0.1628 / -0.1637 Ha. The calculation puts the energy above the lowest of the compared OMol25 structures with the same formula, charge and spin at 1.8576 eV. The spin multiplicity is 2. For the HOMO energy (spin up / spin down), the calculation gives -12.4 / -12.4 eV. The charge is +1. For the molecular weight, the calculation gives 525.22 g mol⁻¹.

Geometry (Å):
As  1.6923  2.5396  -1.2511
Co  -0.0478  -0.2978  -0.6160
S  2.8420  1.7584  1.9963
O  0.9220  3.6963  -0.4442
O  2.4284  3.0997  2.0947
O  0.8145  1.0858  -1.4857
O  1.3169  1.0602  1.4037
O  2.1280  -0.9283  1.1329
O  2.0002  2.9682  -2.9228
O  3.2705  0.9734  3.0929
N  1.2702  -0.1553  0.8765
N  -0.4741  -2.2047  -0.4665
N  -1.3095  -0.3828  -2.0847
C  -1.1085  -4.8871  -0.6602
C  -2.1351  0.4903  -4.1262
C  -1.6320  0.6620  -2.8480
C  4.4070  1.7728  -1.7035
C  -0.1301  -3.0557  0.5029
C  5.6089  1.1076  -1.4739
C  -1.4922  -1.6353  -2.5386
C  3.8140  1.4435  0.5752
C  3.4769  1.9510  -0.6897
C  -1.4760  -4.0055  -1.6662
C  4.9899  0.7446  0.8071
C  -1.9581  -1.8806  -3.8150
C  -1.1366  -2.6720  -1.5461
C  -0.4233  -4.4058  0.4414
C  -2.2740  -0.7948  -4.6210
C  5.8932  0.5730  -0.2323
H  -0.1246  -5.0540  1.2518
H  1.8959  2.1926  -3.4882
H  4.2004  2.1761  -2.6842
H  5.1962  0.3590  1.7952
H  -2.0308  -4.3518  -2.5256
H  6.8154  0.0355  -0.0615
H  -2.6254  -0.9565  -5.6311
H  0.3949  -2.6406  1.3504
H  6.3180  1.0010  -2.2840
H  -1.4678  1.6396  -2.4177
H  -2.0657  -2.8904  -4.1823
H  -2.3880  1.3551  -4.7218
H  -1.3627  -5.9355  -0.7358

2.
ORCA calculation (ωB97M-V/def2-TZVPD) on a molecular structure, C54H60CuGeN6P.

Its expectation value of S² is 0.7791. The HOMO-LUMO gap (spin up / spin down) is 6.35 / 5.48 eV. The LUMO energy (spin up / spin down) comes out at -0.1056 / -0.1359 Ha. The calculation puts the energy above the lowest of the compared OMol25 structures with the same formula, charge and spin at 1.6785 eV. The spin multiplicity is 2. For the HOMO energy (spin up / spin down), the calculation gives -9.2 / -9.2 eV. The charge is +1. For the molecular weight, the calculation gives 960.25 g mol⁻¹.

Geometry (Å):
Ge  2.0363  0.0724  2.1837
Cu  -0.7240  0.1105  -0.2850
P  1.9897  -0.1630  -1.7726
N  -0.0363  -1.9757  1.6536
N  -1.7221  2.8191  -1.1858
N  -0.9697  1.7422  -1.4442
N  -0.6420  -1.4699  2.7369
N  -1.1027  1.2636  1.3799
N  -1.0628  -1.3290  -1.5678
C  -0.0610  -2.1187  -2.1428
C  -2.5006  -1.4031  -3.5912
C  -1.8372  2.4584  1.2877
C  3.2752  -2.0908  5.5810
C  4.9108  -0.5394  -1.4171
C  -6.2587  -1.0033  -4.0155
C  -1.4394  -2.3877  3.3302
C  1.7590  -3.9327  -3.3811
C  2.2764  2.7307  1.1959
C  -3.4991  -1.0644  -1.3908
C  -0.9933  1.5680  -2.7588
C  2.7502  1.8999  2.2129
C  -3.7677  -1.3062  -4.1372
C  0.4553  -4.3179  -3.0752
C  -2.3187  -1.2943  -2.1687
C  2.0607  0.3000  -4.6777
C  0.4726  0.8544  6.8695
C  -2.0625  3.2331  0.1287
C  0.2487  0.9204  5.3865
C  -0.0482  2.1899  3.3534
C  2.7849  0.5287  -3.3508
C  -1.7556  2.5597  -3.3758
C  -3.9836  6.2575  1.4583
C  -0.4589  -3.2272  1.5530
C  -0.4248  -3.4354  -2.4947
C  -2.5045  2.9154  2.4448
C  -1.3545  -3.5390  2.5846
C  3.0125  2.0235  -3.1070
C  2.1421  -2.6572  -3.0039
C  3.6909  2.3840  3.1155
C  3.0116  -3.6982  3.8153
C  -3.2820  4.9300  1.4037
C  -2.7258  4.4591  0.2316
C  -3.2016  4.0978  2.5139
C  3.6575  4.5188  2.0077
C  -2.2086  3.3382  -2.3408
C  1.2922  -1.7586  -2.3553
C  2.7140  -4.8682  -4.0669
C  2.9943  -1.0655  4.6929
C  -3.5142  -1.0336  0.1075
C  -0.0145  -0.2088  4.6635
C  -0.2850  -0.1926  3.2707
C  3.2716  -3.4088  5.1464
C  3.5322  -0.7446  -0.7953
C  0.3020  2.1297  4.6680
C  -1.3919  -1.6035  -4.5947
C  -4.9065  -1.0883  -3.3750
C  2.7254  -2.6768  2.9231
C  -0.5193  1.0608  2.5940
C  4.1423  3.6917  3.0102
C  2.7263  4.0357  1.0959
C  3.3876  -2.1756  -0.2654
C  2.7046  -1.3571  3.3616
C  -4.7353  -0.9660  -2.0047
H  -1.7044  -1.2053  -5.5594
H  1.1842  0.9370  -4.7902
H  0.1224  -5.3189  -3.3229
H  3.5412  2.1956  -2.1667
H  -4.2518  6.5071  2.4829
H  2.9838  -0.0392  5.0389
H  3.7527  0.0348  -3.4394
H  2.5049  -2.9057  1.8910
H  -3.3477  7.0496  1.0624
H  -5.6084  -0.8143  -1.3812
H  -0.0145  -1.1739  5.1550
H  -0.4640  -1.1216  -4.3065
H  -2.8107  5.0798  -0.6484
H  3.4921  -0.0733  0.0722
H  2.3754  -5.1044  -5.0772
H  3.9816  -2.3022  0.6442
H  4.0851  1.7444  3.8959
H  -2.8469  4.1986  -2.3800
H  3.7099  -4.4319  -4.1283
H  2.7476  0.5519  -5.4879
H  -2.7022  -0.4513  0.5304
H  -0.4773  0.7368  -3.1970
H  -4.8983  6.2347  0.8637
H  -4.4539  -0.6185  0.4684
H  4.8781  4.0630  3.7109
H  -7.0097  -0.6533  -3.3101
H  2.3564  4.6778  0.3074
H  1.1734  0.0581  7.1221
H  2.3471  -2.4107  -0.0339
H  -1.1808  -2.6644  -4.7260
H  -2.0176  -2.1606  4.2087
H  3.1492  -2.3273  -3.2338
H  1.7699  -0.7421  -4.8069
H  0.6082  3.0348  5.1786
H  -6.2336  -0.3280  -4.8709
H  5.6682  -0.8098  -0.6784
H  -1.4409  -3.7470  -2.2816
H  -6.5676  -1.9860  -4.3769
H  1.5505  2.3459  0.4834
H  3.5988  2.4624  -3.9164
H  3.4899  -1.8672  6.6175
H  -3.6847  4.3891  3.4381
H  -0.0371  3.1452  2.8475
H  -0.1069  -3.8559  0.7522
H  4.0094  5.5384  1.9276
H  3.7403  -2.9047  -0.9920
H  0.8512  1.7975  7.2583
H  -3.4331  -2.0502  0.4825
H  -1.8818  -4.4615  2.7489
H  3.0196  -4.7217  3.4660
H  -3.8700  -1.4070  -5.2120
H  -1.9605  2.6848  -4.4234
H  2.0585  2.5492  -3.0521
H  5.0694  -1.1743  -2.2898
H  2.7852  -5.8127  -3.5253
H  5.0761  0.5014  -1.6932
H  3.4730  -4.2086  5.8457
H  -0.4669  0.6369  7.3797
H  1.4618  -0.1378  0.7889
H  -2.4671  2.2926  3.3271

3.
ORCA calculation (ωB97M-V/def2-TZVPD) on 7 unconnected molecules or ions with the total composition C28H60F6O14 at a distorted geometry.

The SMILES is CCOC(=O)C(F)(F)F.CCOC(=O)C(F)(F)F.COCCOC.COCCOC.COCCOC.COCCOC.COCCOC. The HOMO-LUMO gap is 9.60 eV. The LUMO energy comes out at 0.0116 Ha. For the HOMO energy, the calculation gives -9.3 eV. For the molecular weight, the calculation gives 734.76 g mol⁻¹.

Geometry (Å):
F  -4.8002  -2.2091  2.3334
F  -0.6417  -0.9745  -2.9406
F  -0.7252  1.0353  -2.1420
F  -4.7096  -2.8857  0.2644
F  0.9608  0.4282  -3.3530
F  -3.8376  -0.9681  0.8171
O  -1.3190  2.1465  3.0865
O  -0.3195  1.8509  -6.8102
O  -5.1949  0.1657  -4.4709
O  -2.0088  -2.4701  2.4620
O  -3.6107  -2.3422  -3.5962
O  2.1457  4.9541  2.6913
O  -3.1280  3.1215  -7.1227
O  6.0534  -1.8823  4.7859
O  -1.0122  -0.3563  5.6356
O  0.5400  6.0153  0.3144
O  0.5624  0.1518  -0.0937
O  1.6027  -1.4416  -1.3055
O  7.1945  -4.5375  4.3448
O  -2.3950  -3.8535  0.7190
C  -4.0425  -2.2366  1.2310
C  -2.6317  2.6913  2.9076
C  1.6427  4.6681  3.9670
C  1.1552  -0.3362  1.1019
C  -2.6732  -2.8810  1.5548
C  1.5511  4.1824  1.6657
C  2.5501  0.2325  1.3118
C  7.4531  -5.7443  3.6745
C  -1.2553  0.1796  4.3636
C  -2.6199  2.9536  -8.4318
C  0.3212  4.8384  1.0644
C  -1.2808  2.0981  -5.8201
C  -1.0499  1.6658  4.3891
C  0.8525  -0.5172  -1.1927
C  -2.1497  3.2986  -6.1384
C  -1.1920  -4.6171  0.9336
C  -4.6346  -1.6647  -2.9081
C  -4.1939  -0.0422  -5.4438
C  -5.6304  -1.0057  -3.8332
C  5.1502  -1.7508  3.7280
C  7.5794  -3.4284  3.5708
C  0.0898  0.0155  -2.4278
C  1.2725  7.0481  0.9436
C  -1.4636  -1.6679  5.7911
C  0.2738  0.5642  -6.6666
C  -2.9681  -3.2908  -2.7827
C  -0.2350  -4.3849  -0.2126
C  7.3673  -2.1500  4.3591
H  -6.4321  -0.6668  -3.1672
H  0.5878  4.9515  4.0347
H  -0.4154  5.1061  1.8394
H  6.9963  -5.7819  2.6785
H  -2.5462  -1.8119  5.6611
H  7.9940  -2.1474  5.2455
H  -2.0231  2.0492  -8.5502
H  0.5065  -0.0991  1.9404
H  7.6934  -1.3386  3.6818
H  0.7493  -4.8038  -0.0164
H  -3.4593  2.9065  -9.1221
H  5.5600  -1.0251  3.0073
H  3.1249  -0.2500  2.1012
H  -0.1693  4.1324  0.3922
H  -1.9699  1.2415  -5.7222
H  -1.5935  2.1404  5.2101
H  -1.5229  4.1762  -6.3799
H  3.1408  0.1283  0.4029
H  -1.2625  -1.9437  6.8273
H  8.6742  -3.4918  3.4401
H  -6.0469  -1.7073  -4.5640
H  -1.9827  3.8087  -8.7015
H  -2.8934  2.6243  1.8527
H  7.0841  -3.4535  2.5978
H  -0.7510  -4.3165  1.8802
H  -2.5293  -2.8424  -1.8852
H  -0.5115  -0.1910  -6.5782
H  2.3227  4.1246  0.8924
H  -1.4535  -5.6721  0.9524
H  1.2897  3.1813  2.0241
H  1.2598  7.8808  0.2416
H  -3.7111  -4.0092  -2.3938
H  -2.2906  -3.8550  -3.4164
H  -0.7058  -0.3405  3.5769
H  1.7826  3.6055  4.2115
H  -2.3220  0.0026  4.1356
H  2.4388  1.2786  1.5997
H  -2.5860  3.7275  3.2443
H  2.3130  6.7633  1.0975
H  -5.1966  -2.3656  -2.2683
H  -4.2226  -0.9180  -2.2112
H  0.0081  1.8850  4.5818
H  -4.4824  -0.8319  -6.1468
H  0.8187  7.3359  1.8957
H  0.9344  0.5235  -5.7962
H  1.1755  -1.4302  1.1077
H  -0.9456  -2.3552  5.1134
H  -0.0985  -3.3313  -0.4662
H  2.2156  5.2116  4.7169
H  0.8995  0.4230  -7.5453
H  -3.3809  2.0860  3.4268
H  8.5347  -5.9122  3.5872
H  -0.8223  2.2586  -4.8343
H  7.0229  -6.5476  4.2714
H  5.0238  -2.7020  3.1986
H  -3.2304  -0.3006  -4.9950
H  -2.6690  3.5744  -5.2177
H  -0.6426  -4.8324  -1.1227
H  4.1888  -1.4143  4.1012
H  -4.0665  0.8949  -5.9881